1.
47
Properties=species:S:1:pos:R:3:forces:R:3 method="wB97M-V/def2-TZVPD" e_lumo_ev=2.9 relative_energy_kcal_mol=0.00 fmax_ha_per_bohr=0.0080 homo_ev=-4.47 gap_ev=7.34 total_charge=-1
Pb -1.52289 0.34594 -1.20438 0.05 0.28 -0.11
N -3.81721 -3.13496 1.24995 0.06 0.01 -0.07
C -3.06113 -2.06490 0.78269 -0.14 -0.07 -0.13
S -2.30696 -2.29508 -0.77009 -0.09 -0.11 0.25
N -3.06140 -1.03106 1.55538 0.19 0.26 -0.26
N -2.40572 0.10986 1.07125 -0.14 -0.32 0.21
C -2.13755 0.93030 2.02171 0.11 0.19 -0.01
C -1.46911 2.21638 1.94824 -0.07 -0.15 0.11
C -0.97794 2.73005 3.15933 -0.02 -0.03 0.00
C -0.30708 3.92971 3.23119 -0.01 0.03 -0.17
C -0.13896 4.66179 2.04422 0.02 0.00 0.12
C -0.63289 4.20428 0.84758 -0.07 -0.11 -0.05
C -1.32034 2.96044 0.74475 0.09 0.07 0.06
O -1.78161 2.55333 -0.38474 -0.02 -0.10 -0.08
H -3.51696 -4.03212 0.90903 0.02 -0.01 0.00
H -4.00031 -3.09015 2.24073 0.00 0.00 0.03
H -2.41870 0.59151 3.01949 0.01 0.05 0.03
H -1.12882 2.14103 4.05930 0.01 0.00 -0.01
H 0.07903 4.29571 4.17285 0.01 0.01 0.00
H 0.39270 5.60717 2.07098 -0.01 0.00 0.00
H -0.50446 4.76630 -0.06974 0.01 0.01 0.02
C 0.73764 -4.11986 -1.38961 0.01 0.01 0.00
C 0.90261 -2.96121 -2.33557 -0.01 0.00 0.00
C 1.88071 -1.99846 -2.11807 0.04 0.03 -0.01
C 2.05809 -0.94016 -3.00061 -0.01 0.00 0.01
C 1.25092 -0.82699 -4.12173 -0.03 -0.02 0.01
C 0.25628 -1.77355 -4.34412 0.02 0.01 0.05
C 0.08287 -2.82574 -3.45673 0.02 0.00 0.02
H 1.17600 -5.02805 -1.81247 0.00 0.00 0.00
H -0.31532 -4.30557 -1.18138 0.00 0.01 -0.03
H 1.22966 -3.91755 -0.43798 0.00 0.01 -0.01
H 2.49535 -2.06174 -1.22687 0.01 0.00 -0.02
H 2.81257 -0.19013 -2.79626 -0.01 -0.01 0.00
H 1.38129 0.00255 -4.80531 -0.02 0.00 0.01
H -0.39604 -1.68036 -5.20380 -0.01 -0.01 0.01
H -0.71330 -3.54377 -3.62016 0.02 0.00 0.00
F 0.25376 -1.30743 1.49008 -0.01 0.07 -0.01
C 0.95777 -0.23549 1.06187 0.01 -0.22 0.06
C 0.59037 0.44043 -0.07647 -0.24 -0.05 -0.03
C 1.39147 1.49874 -0.42406 0.01 0.17 -0.11
F 1.10797 2.22541 -1.53588 0.03 -0.06 0.04
C 2.49207 1.90454 0.30728 0.07 -0.01 0.02
F 3.24543 2.95372 -0.06170 -0.01 0.00 -0.01
C 2.82186 1.19802 1.44800 0.05 0.01 0.03
F 3.89214 1.55311 2.17452 0.00 0.01 0.01
C 2.05396 0.11342 1.83007 0.07 0.07 0.01
F 2.39217 -0.56943 2.93726 -0.02 -0.03 0.01


2.
95
Properties=species:S:1:pos:R:3:forces:R:3 method="wB97M-V/def2-TZVPD" e_lumo_ev="-10.9 / -10.6" relative_energy_kcal_mol=35.89 spin_multiplicity=2 fmax_ha_per_bohr=0.0084 homo_ev="-17.02 / -17.17" gap_ev="6.12 / 6.61" total_charge=+3 s2=0.85
Re -0.81053 -0.41927 0.65054 -0.05 -0.08 0.34
C -3.10015 -1.69820 -2.63358 -0.08 -0.05 0.01
C -1.71537 -2.32928 -2.56873 0.10 -0.11 0.03
C -1.54894 -3.52687 -1.63022 -0.07 0.03 -0.03
C -0.64657 -1.29117 -2.39649 0.06 0.04 0.05
C 0.10047 -0.85988 -3.45887 -0.01 0.05 -0.02
C 1.05978 0.03122 -2.97987 0.04 -0.12 0.02
C 1.94804 0.85032 -3.87451 -0.02 0.04 0.01
C 3.45833 0.73551 -3.68721 0.03 -0.02 0.00
C 1.45405 2.30382 -3.83611 0.03 0.01 -0.01
N 0.91143 0.09607 -1.65229 -0.18 0.20 0.09
N -0.19449 -0.65181 -1.25621 0.01 -0.21 -0.38
B 1.82368 0.65158 -0.55224 0.00 0.00 0.00
N 2.09158 -0.54720 0.46236 0.01 -0.16 -0.04
N 0.95891 -0.89246 1.19193 0.23 0.02 0.12
C 1.36704 -1.66460 2.29186 -0.07 0.08 -0.07
C 2.69561 -1.85572 2.17832 0.06 -0.01 -0.03
C 3.14402 -1.14231 1.02104 -0.06 0.03 0.11
C 4.58081 -1.18026 0.60818 0.00 0.02 0.02
C 5.47435 -0.60731 1.72711 0.00 -0.06 -0.05
C 4.94363 -0.63494 -0.76206 -0.02 0.02 0.00
C 0.38874 -2.11960 3.32413 0.01 0.00 -0.06
C -0.29939 -3.42629 2.90697 -0.02 -0.02 -0.04
C -0.56216 -0.97594 3.68295 0.24 -0.01 0.06
N 1.03472 1.75512 0.20013 0.04 0.10 -0.05
N -0.28196 1.51251 0.58608 -0.10 -0.04 -0.03
C -0.77274 2.68847 1.11428 -0.01 -0.01 0.08
C 0.22797 3.62220 1.07119 0.01 0.04 0.04
C 1.35886 3.01605 0.52416 0.02 -0.14 0.03
C 2.71217 3.66837 0.44712 -0.03 0.02 -0.02
C 3.76438 2.86815 1.21138 0.04 -0.01 0.06
C 3.16820 4.02436 -0.96960 -0.01 -0.01 -0.03
C -2.17115 3.00773 1.55813 -0.02 -0.01 -0.02
C -3.02408 1.82839 1.97970 -0.03 0.02 -0.03
C -2.87349 3.80876 0.44975 -0.01 -0.01 -0.02
H -3.86139 -2.45880 -2.80782 -0.04 -0.03 0.04
H -3.31628 -1.15869 -1.71785 -0.13 0.09 0.23
H -3.15965 -0.98502 -3.45652 0.01 0.00 0.02
H -1.51938 -2.70722 -3.57347 0.02 -0.06 0.00
H -1.74933 -3.28326 -0.58824 -0.03 0.00 0.03
H -2.22196 -4.33053 -1.93236 -0.02 0.02 0.00
H -0.53578 -3.92511 -1.69632 0.01 0.01 0.00
H -0.02366 -1.15710 -4.48769 -0.01 -0.01 0.03
H 1.73131 0.45695 -4.86939 -0.01 0.01 -0.02
H 3.81296 1.23373 -2.78849 0.00 0.01 0.03
H 3.78597 -0.30381 -3.67209 -0.01 0.00 0.01
H 3.94256 1.21605 -4.53678 0.00 0.00 0.01
H 1.53290 2.71746 -2.83078 0.02 0.02 0.03
H 2.06197 2.91548 -4.50252 -0.01 -0.01 0.00
H 0.41545 2.38117 -4.15978 0.01 -0.01 0.01
H 2.82514 1.07895 -0.98347 0.08 0.03 -0.02
H 3.32557 -2.42887 2.83976 -0.01 0.02 -0.02
H 4.77552 -2.26071 0.59645 -0.02 -0.03 -0.02
H 5.32379 0.46270 1.84746 -0.02 0.08 -0.01
H 5.30112 -1.09205 2.68728 0.01 0.01 -0.02
H 6.51545 -0.77434 1.45462 -0.01 0.01 0.01
H 4.98122 0.45325 -0.77562 -0.03 0.04 0.01
H 5.93810 -0.99452 -1.02382 -0.01 0.01 0.00
H 4.25370 -0.97746 -1.53179 -0.01 0.00 -0.01
H 0.98228 -2.33497 4.21447 -0.05 0.04 0.06
H -0.71834 -3.37491 1.89908 -0.01 0.03 0.02
H 0.41384 -4.24933 2.92334 -0.01 0.01 -0.01
H -1.10775 -3.66493 3.59777 0.02 -0.01 0.01
H -1.09865 -0.54733 2.80565 -0.07 0.01 0.10
H -1.35498 -1.31305 4.34974 -0.06 0.03 -0.07
H -0.03354 -0.14276 4.14600 0.00 0.01 -0.02
H 0.16127 4.64191 1.41574 0.00 -0.02 -0.02
H 2.56803 4.61019 0.97978 0.01 0.02 0.00
H 3.96921 1.92236 0.71434 0.04 -0.07 -0.02
H 4.69642 3.43226 1.24547 -0.02 0.00 0.01
H 3.45467 2.66823 2.23929 0.00 0.00 -0.02
H 3.42459 3.13969 -1.55076 0.00 -0.02 -0.01
H 2.40945 4.59166 -1.50924 0.00 -0.01 0.00
H 4.06073 4.64590 -0.90324 -0.01 -0.01 0.00
H -2.04331 3.66737 2.41963 -0.01 0.01 0.00
H -3.30418 1.22722 1.11146 0.01 0.05 0.04
H -2.54142 1.19282 2.72589 -0.01 0.02 -0.01
H -3.95320 2.18942 2.42219 0.01 0.03 0.02
H -3.00505 3.19399 -0.44477 0.00 0.01 0.01
H -3.85631 4.13023 0.79395 0.01 -0.01 -0.01
H -2.30669 4.69571 0.17145 -0.01 -0.01 0.01
C -5.09814 -3.75761 -0.02851 -0.04 0.05 -0.03
As -4.93978 -1.97479 0.67102 -0.03 0.03 -0.05
C -5.82043 -0.62664 -0.38896 0.00 -0.09 -0.03
C -5.75872 -1.95472 2.40156 0.01 -0.01 -0.01
S -2.83451 -1.45652 1.19132 0.03 0.05 -0.37
H -5.96901 -3.80087 -0.68227 0.01 0.02 0.01
H -5.23637 -4.43308 0.81373 0.02 0.01 0.02
H -4.20238 -4.02482 -0.57458 0.09 -0.02 -0.11
H -6.50413 -1.12883 -1.07274 0.00 0.01 0.00
H -5.10840 -0.03409 -0.95193 0.08 0.00 -0.04
H -6.38267 0.01088 0.29096 0.01 -0.01 0.02
H -6.80671 -2.22864 2.26815 0.00 0.00 0.01
H -5.68914 -0.95657 2.82785 0.01 0.01 0.00
H -5.26771 -2.67915 3.04711 0.01 -0.02 0.01


3.
100
Properties=species:S:1:pos:R:3:forces:R:3 method="wB97M-V/def2-TZVPD" e_lumo_ev="-4.5 / -8.1" spin_multiplicity=6 fmax_ha_per_bohr=0.0857 homo_ev="-9.14 / -13.28" gap_ev="4.63 / 5.17" total_charge=+2 s2=8.80
P -1.99557 -1.62720 -1.98837 -1.12 -1.63 -0.68
C -2.31712 -3.41311 -1.92981 -0.02 0.19 0.08
C -3.62365 -3.89024 -1.82845 0.04 0.11 0.07
H -4.44920 -3.20383 -1.70634 -0.06 0.03 -0.01
C -3.87061 -5.25326 -1.86875 0.00 -0.07 -0.01
H -4.88562 -5.61535 -1.78200 -0.01 0.00 0.00
C -2.82098 -6.14813 -2.01612 -0.05 0.08 -0.01
H -3.01568 -7.21135 -2.04523 0.00 -0.01 0.00
C -1.52110 -5.67632 -2.13062 0.08 0.03 0.01
H -0.69941 -6.36877 -2.24756 0.01 -0.01 -0.01
C -1.26544 -4.31525 -2.09336 -0.01 0.02 0.06
H -0.24609 -3.97148 -2.19102 0.12 0.06 -0.03
C -3.51561 -0.81583 -1.42138 0.23 0.02 0.11
C -3.87950 -0.97851 -0.08397 -0.09 0.04 0.00
H -3.29253 -1.61566 0.56184 0.05 -0.08 0.04
C -4.99845 -0.33208 0.41418 0.04 -0.10 0.05
H -5.27822 -0.46579 1.44992 -0.02 -0.02 0.03
C -5.76497 0.47319 -0.41878 0.04 -0.01 -0.10
H -6.64483 0.96877 -0.03141 -0.01 0.01 0.00
C -5.40918 0.62883 -1.75121 -0.11 0.02 -0.01
H -6.01206 1.24430 -2.40506 0.00 0.01 -0.01
C -4.28620 -0.01082 -2.25534 0.10 -0.04 0.09
H -4.00008 0.13055 -3.28544 0.00 0.01 -0.19
C -1.76184 -1.26722 -3.75188 0.40 0.10 0.38
C -2.49712 -1.94927 -4.71939 -0.22 -0.03 -0.03
H -3.25643 -2.66335 -4.43107 -0.03 -0.06 0.02
C -2.25072 -1.71559 -6.06249 -0.05 0.00 0.07
H -2.82516 -2.24164 -6.81223 -0.01 -0.02 0.01
C -1.26143 -0.81879 -6.44594 0.04 0.03 0.10
H -1.06713 -0.64639 -7.49553 0.01 0.00 -0.01
C -0.51236 -0.15863 -5.48248 -0.01 0.03 -0.05
H 0.27176 0.52489 -5.77783 0.01 0.01 -0.01
C -0.76115 -0.38270 -4.13700 0.18 -0.04 -0.13
H -0.16854 0.10776 -3.37950 0.07 0.05 -0.09
Ir 1.37126 0.01851 0.93525 0.34 -0.98 0.07
C 0.65441 1.87504 0.94799 -1.32 1.11 -0.97
C -0.47592 2.18185 0.25456 0.77 -0.53 0.05
H 1.16341 2.63827 1.53173 0.11 -0.11 0.16
C -1.12746 1.03394 -0.44810 -0.53 -0.19 -0.57
O -1.48028 1.32524 -1.81599 0.72 0.55 0.46
H -1.84316 0.51031 -2.18689 -0.13 0.90 -0.13
C -0.23168 -0.19120 -0.30802 -1.15 -0.44 -0.75
H -2.09228 0.80094 0.01097 0.01 -0.09 0.57
C -0.59379 -1.32615 -0.97117 0.59 0.91 0.76
Cl 1.97146 -2.36107 0.66423 -0.13 0.14 -0.09
P 2.98575 0.50265 -0.73984 1.76 0.24 -1.94
P 0.14500 -0.64374 2.85545 -1.14 -0.84 1.90
C 4.60116 -0.28249 -0.43050 -0.06 0.19 -0.21
H 4.46915 -1.35947 -0.40509 -0.02 -0.15 -0.06
H 4.96240 0.03799 0.54122 0.14 0.11 0.09
H 5.31838 -0.01168 -1.20247 0.15 -0.03 -0.03
C 2.60158 -0.00931 -2.45349 0.01 0.10 0.31
H 1.86738 0.66968 -2.88034 -0.08 0.07 -0.02
H 2.18332 -1.01175 -2.43168 -0.04 -0.15 -0.04
H 3.49129 -0.00262 -3.07931 0.09 0.03 -0.03
C 3.39297 2.27753 -0.90605 -0.08 -0.33 0.05
H 3.69112 2.64707 0.07113 0.08 0.14 0.14
H 2.50952 2.82362 -1.22902 -0.09 0.05 -0.03
H 4.19929 2.44264 -1.61737 0.06 0.01 -0.05
C 1.19875 -1.20983 4.22949 -0.22 0.01 -0.02
H 1.67852 -0.34709 4.67991 0.08 0.14 0.14
H 1.97143 -1.85961 3.83102 0.04 -0.18 -0.04
H 0.61143 -1.74190 4.97492 0.03 -0.02 0.15
C -0.86762 0.68409 3.60088 0.17 -0.29 -0.06
H -1.61742 1.01021 2.88368 -0.12 0.04 -0.09
H -0.21299 1.52205 3.82458 0.09 0.15 0.08
H -1.35986 0.35540 4.51352 -0.05 -0.03 0.07
C -1.03622 -2.01740 2.62526 0.17 0.17 -0.06
H -0.59212 -2.74614 1.95253 0.05 -0.14 -0.02
H -1.94672 -1.63926 2.16984 -0.11 0.06 -0.02
H -1.27947 -2.49597 3.57157 -0.05 0.01 0.07
P -1.24561 3.75006 0.22977 -0.50 1.33 -0.01
C -0.56409 4.82122 1.51690 -0.06 -0.35 -0.18
C -3.03201 3.59569 0.50328 0.42 -0.17 0.01
H 0.49501 4.98726 1.34316 0.13 0.01 -0.04
H -0.69180 4.36007 2.49147 -0.02 -0.06 0.13
H -1.07501 5.78054 1.50173 -0.08 0.05 -0.06
H -3.47352 3.03639 -0.31707 -0.03 -0.09 -0.14
H -3.49763 4.57651 0.55647 0.05 0.11 -0.01
H -3.21358 3.05939 1.43034 -0.03 -0.04 0.14
C -1.06654 4.64476 -1.34132 0.08 -0.42 0.29
H -0.01479 4.69086 -1.61033 0.11 0.01 -0.03
H -1.46059 5.65548 -1.25957 -0.07 0.02 0.12
H -1.60622 4.10422 -2.11272 -0.03 -0.09 -0.12
H -0.01914 -2.22021 -0.78283 0.14 -0.20 -0.18
O 5.19463 -1.38937 2.92709 1.60 0.19 1.18
C 5.47104 -0.30763 3.69178 -0.17 -1.71 -0.96
C 6.63608 -0.39442 4.46442 0.86 0.52 0.86
C 7.02179 0.64649 5.30209 0.92 -1.81 -0.35
C 6.24499 1.79712 5.38149 -0.92 0.47 -0.40
C 5.08048 1.91390 4.61994 0.02 -0.07 0.00
C 4.66200 0.87754 3.75752 -3.27 1.96 -1.28
C 3.40367 1.08867 2.97419 2.41 2.20 2.96
O 2.70155 2.18091 3.14560 0.59 -1.55 -0.49
O 2.99040 0.14976 2.15606 -0.64 -0.54 -0.62
H 4.43124 -1.52870 2.36211 -0.78 1.07 0.07
H 7.24907 -1.28689 4.41508 -0.18 -0.01 -0.13
H 7.92495 0.55738 5.89210 -0.08 -0.05 -0.08
H 6.54729 2.60386 6.03629 -0.06 0.05 -0.02
H 4.50654 2.82707 4.71021 -0.15 -0.21 -0.21